{
  "formula": "H26KrO13",
  "method": "ωB97M-V/def2-TZVPD",
  "lumo_ha": -0.007,
  "e_tot_ha": -3747.325053,
  "relative_energy_ev": 0.853,
  "gap_ev": 9.652,
  "homo_ev": -9.8,
  "symbols": ["Kr", "O", "H", "H", "O", "H", "H", "O", "H", "H", "O", "H", "H", "O", "H", "H", "O", "H", "H", "O", "H", "H", "O", "H", "H", "O", "H", "H", "O", "H", "H", "O", "H", "H", "O", "H", "H", "O", "H", "H"],
  "coordinates": [[17.489, -2.820, -5.597], [21.167, -2.481, -3.519], [21.834, -2.047, -2.987], [21.044, -1.899, -4.270], [18.100, -4.008, -9.146], [18.271, -4.630, -8.439], [18.846, -4.106, -9.737], [19.773, -4.720, -2.419], [19.047, -4.867, -3.025], [20.368, -4.140, -2.893], [14.376, -0.885, -7.478], [13.801, -0.539, -6.796], [14.729, -1.694, -7.107], [20.870, -4.806, -5.569], [20.922, -4.035, -5.005], [21.711, -5.247, -5.452], [17.659, -5.987, -3.753], [16.983, -5.533, -4.257], [18.076, -6.574, -4.383], [16.379, -1.985, -2.385], [17.042, -1.597, -2.956], [15.562, -1.909, -2.879], [18.448, -5.807, -7.142], [18.833, -6.583, -7.548], [19.134, -5.475, -6.562], [14.818, -3.639, -7.065], [13.924, -3.744, -6.739], [14.809, -4.054, -7.927], [18.637, -0.378, -3.533], [19.246, -0.471, -2.801], [18.276, 0.503, -3.435], [16.614, 0.280, -8.644], [15.899, -0.297, -8.376], [17.409, -0.194, -8.399], [15.232, -5.301, -5.055], [14.995, -4.643, -5.708], [14.591, -5.186, -4.354], [20.397, -0.785, -5.581], [19.640, -0.619, -5.020], [20.946, -0.008, -5.480]],
  "lowdin_charge": [0.376, -0.046, 0.063, -0.009, -0.081, -0.050, 0.025, -0.071, -0.028, -0.038, -0.046, 0.053, -0.012, -0.036, 0.000, 0.054, -0.058, -0.029, 0.041, -0.072, -0.052, 0.019, -0.058, 0.063, -0.001, -0.080, 0.072, 0.093, -0.056, 0.071, 0.078, -0.066, -0.030, 0.018, -0.067, -0.047, 0.054, -0.067, -0.032, 0.055]
}

***

{
  "formula": "H26NO15S",
  "method": "ωB97M-V/def2-TZVPD",
  "lumo_ha": 0.067,
  "e_tot_ha": -1597.113101,
  "total_charge": -1,
  "relative_energy_ev": 1.272,
  "gap_ev": 8.719,
  "homo_ev": -6.9,
  "symbols": ["N", "H", "H", "H", "H", "S", "O", "O", "O", "O", "O", "H", "H", "O", "H", "H", "O", "H", "H", "O", "H", "H", "O", "H", "H", "O", "H", "H", "O", "H", "H", "O", "H", "H", "O", "H", "H", "O", "H", "H", "O", "H", "H"],
  "coordinates": [[-0.701, 1.947, -2.723], [-1.145, 2.119, -1.988], [-0.010, 1.073, -2.370], [-0.177, 2.779, -2.907], [-1.152, 1.638, -3.553], [-0.118, 0.081, 0.294], [-0.295, 1.485, 0.631], [-1.090, -0.410, -0.703], [1.187, -0.086, -0.334], [0.044, -0.802, 1.466], [-1.484, -2.554, 2.965], [-0.812, -1.856, 2.651], [-2.364, -2.141, 3.086], [2.118, -2.280, 1.837], [1.275, -1.672, 1.796], [2.357, -2.451, 0.914], [1.376, 3.406, -0.062], [2.205, 3.002, 0.132], [0.710, 2.844, 0.416], [2.193, 0.342, -2.642], [3.000, -0.088, -2.850], [2.142, 0.146, -1.740], [-1.951, 2.844, 2.080], [-1.348, 2.162, 1.691], [-1.591, 2.820, 3.002], [0.305, -0.308, 3.984], [-0.083, -0.920, 4.320], [0.177, -0.339, 3.057], [3.187, 1.425, 0.312], [2.440, 0.875, -0.119], [3.389, 0.959, 1.267], [2.661, -2.194, -0.933], [2.088, -2.712, -1.634], [2.126, -1.494, -0.707], [-2.533, -2.544, 0.306], [-2.849, -2.238, 1.096], [-2.045, -1.795, -0.151], [-1.458, -1.227, -3.277], [-0.539, -1.026, -3.602], [-1.475, -0.910, -2.335], [-3.500, -0.010, -1.335], [-2.510, -0.329, -0.883], [-3.735, 0.459, -0.468]],
  "lowdin_charge": [0.371, 0.013, 0.202, 0.143, 0.134, 0.454, -0.314, -0.379, -0.381, -0.351, -0.093, 0.028, 0.043, -0.125, 0.005, -0.026, -0.102, -0.039, -0.001, -0.028, 0.033, -0.065, -0.118, -0.031, 0.048, 0.075, -0.143, -0.039, -0.165, -0.004, 0.147, -0.063, 0.132, -0.084, -0.041, -0.048, 0.011, -0.092, 0.043, -0.011, -0.211, 0.020, 0.047]
}

***

{
  "formula": "H26NeO13",
  "method": "ωB97M-V/def2-TZVPD",
  "lumo_ha": -0.011,
  "e_tot_ha": -1122.689655,
  "relative_energy_ev": 0.284,
  "gap_ev": 9.924,
  "homo_ev": -10.2,
  "symbols": ["Ne", "O", "H", "H", "O", "H", "H", "O", "H", "H", "O", "H", "H", "O", "H", "H", "O", "H", "H", "O", "H", "H", "O", "H", "H", "O", "H", "H", "O", "H", "H", "O", "H", "H", "O", "H", "H", "O", "H", "H"],
  "coordinates": [[0.375, -0.055, 0.246], [-2.267, 0.907, -2.108], [-2.464, 1.349, -1.282], [-1.325, 1.030, -2.227], [-2.680, 0.462, 2.041], [-3.587, 0.356, 2.328], [-2.536, -0.261, 1.431], [2.033, 2.127, -1.651], [1.398, 2.271, -0.950], [1.501, 1.898, -2.413], [1.330, -2.190, 2.454], [1.491, -1.367, 2.915], [2.066, -2.751, 2.698], [-2.731, -1.805, 0.379], [-3.581, -1.547, 0.023], [-2.147, -1.820, -0.380], [1.736, -2.694, -0.158], [2.691, -2.643, -0.180], [1.504, -2.472, 0.744], [0.572, 2.910, 0.600], [-0.260, 2.799, 1.058], [1.238, 2.711, 1.259], [1.715, 0.274, 3.739], [1.763, 0.496, 4.669], [1.884, 1.100, 3.286], [-2.019, -1.840, -2.095], [-1.111, -1.981, -2.363], [-2.164, -0.902, -2.221], [-2.445, 2.436, 0.121], [-2.574, 1.782, 0.808], [-3.161, 3.059, 0.245], [0.728, -1.462, -2.453], [1.096, -1.794, -1.634], [1.226, -1.907, -3.138], [0.160, 1.095, -3.384], [0.334, 0.188, -3.134], [-0.383, 1.028, -4.170], [3.738, -0.581, 1.720], [3.117, -0.113, 2.278], [3.740, -0.089, 0.899]],
  "lowdin_charge": [0.057, -0.053, -0.008, 0.001, -0.047, 0.056, -0.007, -0.073, -0.036, -0.022, -0.040, -0.009, 0.061, -0.055, 0.049, -0.013, -0.049, 0.050, -0.021, -0.035, 0.028, 0.037, -0.020, 0.075, 0.052, -0.056, 0.010, -0.007, -0.038, -0.009, 0.066, -0.044, 0.005, 0.077, -0.046, 0.003, 0.075, -0.036, -0.019, 0.042]
}

***

{
  "formula": "H26O13",
  "method": "ωB97M-V/def2-TZVPD",
  "lumo_ha": [0.092, 0.087],
  "spin_multiplicity": 2,
  "e_tot_ha": -993.620338,
  "total_charge": -1,
  "s2": 0.751,
  "relative_energy_ev": 3.107,
  "gap_ev": [2.821, 9.544],
  "homo_ev": [-0.3, -7.2],
  "symbols": ["O", "H", "H", "O", "H", "H", "O", "H", "H", "O", "H", "H", "O", "H", "H", "O", "H", "H", "O", "H", "H", "O", "H", "H", "O", "H", "H", "O", "H", "H", "O", "H", "H", "O", "H", "H", "O", "H", "H"],
  "coordinates": [[-1.752, -3.896, -1.583], [-1.420, -2.979, -1.530], [-1.888, -4.054, -0.640], [0.517, -1.316, -1.113], [-0.104, -1.405, -0.388], [1.400, -1.541, -0.764], [0.191, 3.616, 1.190], [-0.183, 4.014, 0.367], [0.698, 4.460, 1.105], [-2.309, 2.115, -0.532], [-1.628, 1.504, -0.817], [-2.053, 2.921, -0.086], [-4.047, 0.202, 0.218], [-3.610, 0.841, 0.784], [-3.549, 0.564, -0.534], [1.178, 3.227, -1.232], [1.647, 3.087, -0.391], [1.717, 2.542, -1.659], [2.783, 1.404, 0.235], [2.223, 0.904, 0.854], [3.443, 1.997, 0.594], [0.803, 0.947, -2.728], [1.168, 0.184, -2.233], [-0.119, 0.674, -2.776], [1.795, 0.335, 2.475], [1.078, 0.940, 2.706], [1.691, -0.584, 2.755], [-1.946, -2.525, 1.500], [-0.967, -2.483, 1.502], [-1.930, -1.578, 1.732], [3.297, -1.291, -0.843], [3.648, -0.607, -0.263], [3.036, -0.942, -1.695], [0.574, -2.461, 1.810], [1.326, -3.030, 1.627], [0.408, -2.126, 2.699], [-2.034, -1.376, -0.705], [-2.204, -0.458, -0.896], [-2.881, -1.828, -0.742]],
  "lowdin_charge": [-0.093, -0.006, 0.017, -0.091, -0.010, 0.006, -0.117, 0.024, 0.054, -0.044, 0.035, 0.040, -0.078, 0.023, -0.006, -0.123, -0.012, 0.005, -0.101, -0.007, 0.044, -0.080, 0.005, 0.027, -0.176, 0.014, -0.016, -0.147, -0.057, 0.011, -0.070, 0.022, 0.029, -0.149, 0.045, -0.002, -0.095, 0.012, 0.065]
}